(1)
The following is a DFT calculation (ωB97M-V with the def2-TZVPD basis set) of a cluster of 4 separate species, C40H67ClN2O11P in total at a distorted geometry.

Each line ends with the Löwdin charge.
Cartesian coordinates (Å):
Cl -1.527 -0.192 -1.787  0.320
P -0.338 1.536 -1.980  0.771
O 6.210 -6.344 -2.462  0.115
O 7.313 -6.365 3.731  0.124
O -4.463 2.113 -5.984  0.040
O -4.349 -0.124 -6.346  0.123
O 4.186 -0.909 -1.051  0.124
O 7.672 -4.127 3.649  0.025
O 7.528 -5.227 1.786  -0.002
O 5.018 -4.584 -3.239  0.040
O -5.542 1.273 -7.666  0.009
O -1.447 2.709 -2.473  -0.320
O 5.535 -6.176 -4.617  0.007
N 0.383 2.002 -0.369  -0.350
N -7.587 0.475 0.457  -0.167
C 6.250 -7.381 -4.894  -0.040
C 6.437 -3.389 -1.658  -0.058
C -0.614 5.860 -0.363  -0.170
C -4.750 0.975 -6.633  -0.597
C 1.025 0.787 1.778  -0.094
C 1.848 -0.132 -0.987  -0.099
C -6.517 3.176 2.949  -0.218
C -0.170 1.448 0.899  -0.135
C 3.656 -1.497 2.063  -0.037
C -4.191 3.872 4.016  -0.207
C -0.598 4.352 0.096  -0.194
C 0.580 3.493 -0.497  -0.173
C 7.441 -6.473 1.092  -0.031
C -2.771 5.218 2.383  -0.239
C -3.591 1.976 -4.861  -0.222
C -7.138 1.807 0.897  -0.162
C 1.851 -3.762 1.998  -0.059
C 3.494 -2.337 3.256  -0.055
C -5.842 0.159 -8.507  -0.037
C -7.121 -0.809 0.740  -0.087
C 2.955 -1.778 0.815  -0.151
C 3.128 -0.920 -0.481  -0.335
C 2.582 -3.474 3.242  -0.058
C -1.169 6.712 0.863  -0.195
C -7.984 -1.659 -0.053  -0.107
C 5.639 -5.763 -3.349  -0.598
C -6.236 1.799 2.202  -0.177
C 2.044 -2.939 0.803  -0.033
C -2.153 1.765 -5.296  -0.067
C 7.685 -4.072 5.081  -0.221
C 2.279 1.431 1.034  -0.095
C -2.653 6.326 1.266  -0.200
C -8.999 -0.860 -0.817  -0.060
C 7.481 -5.341 3.119  -0.603
C 8.985 -4.612 5.646  -0.065
C 5.071 -3.985 -1.937  -0.212
C 1.766 1.359 -0.449  -0.294
C -8.674 0.510 -0.412  -0.106
C -4.100 5.257 3.221  -0.194
C -5.662 3.369 4.255  -0.204
H -6.263 -0.667 -7.935  0.098
H 0.715 3.806 -1.576  0.132
H -1.409 5.950 -1.159  0.118
H -1.579 3.839 -0.098  0.101
H 4.784 -4.709 -1.171  0.124
H -2.190 2.697 -1.831  0.070
H 1.466 -3.253 -0.101  0.115
H -3.307 6.056 0.393  0.118
H 7.324 -7.199 -4.837  0.100
H -0.647 2.128 1.643  0.126
H -7.881 -2.770 -0.095  0.084
H 1.874 -0.205 -2.109  0.124
H 6.819 -4.598 5.491  0.122
H -6.424 4.005 2.203  0.099
H -7.994 2.522 1.043  0.123
H -3.565 3.106 3.479  0.092
H -5.167 1.857 1.838  0.103
H -2.769 4.219 1.842  0.083
H -2.035 0.828 -5.839  0.082
H 6.715 -2.686 -2.447  0.086
H -4.010 6.066 4.003  0.120
H -6.385 0.907 2.856  0.110
H 3.313 1.093 1.273  0.115
H -0.902 0.597 0.853  0.109
H 9.838 -4.090 5.206  0.084
H -9.779 -1.231 -1.510  0.086
H 2.279 2.476 1.468  0.123
H 4.351 -0.623 2.114  0.111
H 2.450 -4.122 4.139  0.107
H 7.583 -3.020 5.352  0.119
H -0.470 4.357 1.218  0.103
H 6.002 -7.685 -5.910  0.095
H 4.324 -3.192 -1.928  0.095
H -1.491 1.746 -4.428  0.010
H 0.984 1.375 2.737  0.120
H -3.936 1.171 -4.206  0.122
H 0.361 6.242 -0.756  0.118
H -3.665 2.908 -4.297  0.116
H -7.610 3.133 3.235  0.120
H 9.107 -5.671 5.420  0.075
H 6.439 -2.865 -0.701  0.078
H 8.343 -7.062 1.267  0.103
H -1.873 5.173 3.065  0.120
H -6.281 -1.032 1.422  0.106
H -3.107 7.266 1.700  0.117
H 9.014 -4.487 6.730  0.082
H 1.521 3.844 0.014  0.147
H -3.728 4.042 5.026  0.112
H 7.370 -6.257 0.027  0.077
H -4.944 -0.160 -9.038  0.101
H 0.969 -0.686 -0.548  0.087
H -1.149 7.809 0.636  0.114
H 2.379 1.913 -1.214  0.165
H -0.525 6.473 1.761  0.111
H -6.580 0.487 -9.238  0.096
H -5.598 2.371 4.775  0.113
H -1.835 2.565 -5.968  0.093
H 4.070 -2.110 4.186  0.106
H 5.959 -8.180 -4.212  0.097
H -9.241 1.390 -0.777  0.116
H 1.147 -4.626 2.005  0.105
H -6.496 2.237 0.072  0.126
H -6.231 4.065 4.929  0.116
H 0.982 -0.314 1.941  0.110
H 7.209 -4.157 -1.630  0.070
H -5.018 5.486 2.628  0.102
H 6.555 -7.033 1.391  0.099

Summary:
**Molecular weight**: 818.4 g mol⁻¹
**Multiplicity**: 1
**Relative energy (zero: lowest compared OMol25 entry of this formula, charge and spin)**: 80.0 kcal per mole
**HOMO level**: -9.68 eV
**Frontier orbital gap**: 6.69 eV
**Total charge**: +1

***

(2)
The following is a DFT calculation (ωB97M-V with the def2-TZVPD basis set) of a structure of composition C21H15BBr2F4N4O6Ti.

Each line ends with the Löwdin charge.
Cartesian coordinates (Å):
Br 3.293 -3.215 1.870  0.798
Br 1.306 3.240 0.373  0.790
Ti -0.284 -0.657 -0.392  1.206
F -2.574 -1.183 -1.414  0.082
F -3.119 0.725 -2.600  0.141
F -0.968 -0.141 -2.584  0.068
F -2.671 -1.217 -3.728  0.142
O 2.257 -2.071 -1.145  -0.063
O 1.314 -0.008 -1.109  -0.281
O 4.005 1.679 4.499  0.062
O -1.300 0.901 -0.169  -0.193
O 0.884 -1.725 0.695  -0.240
O -0.062 -2.304 -1.214  -0.146
N 0.924 0.946 1.841  0.052
N -1.707 -1.343 1.208  0.047
N 2.423 -0.699 -1.359  0.029
N -3.616 -1.547 2.247  0.117
C -1.854 -2.654 1.600  -0.087
C 2.192 0.267 3.755  -0.003
C -3.059 0.725 1.414  -0.072
C 1.339 -3.959 -0.134  -0.147
C 1.693 -6.694 0.344  -0.097
C -2.785 -0.693 1.607  -0.242
C -2.561 2.813 0.304  -0.003
C 1.190 0.082 2.825  -0.121
C 2.723 2.318 2.636  -0.048
C -4.074 1.372 2.124  -0.050
C 1.087 -2.495 -0.427  -0.711
C -2.280 1.454 0.501  -0.306
C 2.979 1.410 3.646  -0.313
C -4.339 2.712 1.932  -0.111
C 0.647 -4.912 -0.874  -0.002
C -3.573 3.427 1.009  -0.087
C 0.820 -6.268 -0.648  -0.079
C 1.676 2.015 1.777  -0.712
C 2.396 -5.759 1.086  -0.146
C -3.037 -2.802 2.242  -0.071
C 2.222 -4.405 0.838  -0.575
B -2.373 -0.442 -2.625  -1.219
H 3.319 3.209 2.518  0.108
H -3.516 -3.659 2.678  0.104
H 3.090 -6.072 1.854  0.087
H -4.655 0.821 2.856  0.097
H 0.582 -0.813 2.846  0.104
H -1.097 -3.386 1.378  0.112
H -1.966 3.346 -0.424  0.111
H 0.270 -6.987 -1.241  0.099
H -4.532 -1.309 2.581  0.144
H -3.772 4.478 0.838  0.098
H 2.365 -0.474 4.526  0.112
H -5.126 3.200 2.491  0.090
H 4.093 0.948 5.120  0.104
H 1.834 -7.750 0.540  0.097
H -0.043 -4.555 -1.627  0.126

Summary:
**Molecular weight**: 713.9 g mol⁻¹
**Multiplicity**: 2
**Relative energy (zero: lowest compared OMol25 entry of this formula, charge and spin)**: 47.5 kcal per mole
**HOMO level (alpha / beta)**: -4.39 / -5.52 eV
**Frontier orbital gap (alpha / beta)**: 6.53 / 7.66 eV
**Total charge**: -1

***

(3)
The following is a DFT calculation (ωB97M-V with the def2-TZVPD basis set) of a structure of composition C6H15NOS at a distorted geometry.

Each line ends with the Löwdin charge.
Cartesian coordinates (Å):
S -0.311 -0.284 0.667  0.892
O -0.004 0.254 2.067  -0.588
N 1.597 -0.705 -1.314  -0.002
C 2.769 -0.657 -0.855  -0.227
C -0.689 1.481 -0.370  -0.252
C -1.461 2.373 0.626  -0.155
C -1.863 -1.280 -0.932  -0.221
C 2.981 -0.626 0.796  -0.085
C -1.946 -1.124 0.607  -0.349
H 0.362 1.742 -0.601  0.067
H 1.600 -0.877 -2.347  0.078
H -2.199 -2.216 -1.413  0.071
H -1.236 1.881 1.644  0.068
H -2.788 -0.490 0.850  0.078
H 3.888 -1.161 0.872  0.015
H -1.204 3.480 0.561  0.083
H -1.010 1.117 -1.306  0.023
H -1.768 -2.030 1.213  0.089
H 2.188 -1.339 1.234  0.064
H -2.552 2.455 0.535  0.056
H -2.444 -0.474 -1.437  0.078
H 3.110 0.210 1.507  0.070
H 3.750 -0.400 -1.359  0.111
H -0.769 -1.332 -1.247  0.037

Summary:
**Molecular weight**: 149.3 g mol⁻¹
**Multiplicity**: 1
**Relative energy (zero: lowest compared OMol25 entry of this formula, charge and spin)**: 97.2 kcal per mole
**HOMO level**: -8.11 eV
**Frontier orbital gap**: 8.97 eV

***

> What is the molecular weight in the second record?

713.9 g mol⁻¹

***

> Among the records above, which one has the highest molecular weight?

C40H67ClN2O11P